# C50H50BF9NO28S2

7 unconnected molecules or ions with the total composition C50H50BF9NO28S2 in a non-equilibrium geometry (wB97M-V/def2-TZVPD, the OMol25 dataset).

Properties
- 2S+1: 1
- Total energy: -5816.75079 Eh
- Charge: -1
- Frontier orbital gap: 0.123 hartree
- HOMO: -4.286 eV

Geometry as XYZ:
```
141
Properties=species:S:1:pos:R:3:forces:R:3:lowdin_charge:R:1
C 1.30883 2.34637 1.33412 -0.2887 0.1470 -0.2740 -0.105
C 0.78436 1.61305 0.08189 0.2959 0.0518 0.3030 -0.240
C 0.81253 2.52380 -1.15116 0.0723 -0.3881 0.0482 -0.109
C -0.13375 2.17073 -2.33237 -0.7033 0.8155 0.5977 -0.372
C 0.46844 2.59473 -3.68677 -0.2405 -0.0919 0.0110 -0.090
O 0.88811 1.47147 -4.46486 0.3496 0.0337 -0.1606 -0.172
O 0.21684 1.48327 -5.73631 0.0124 0.1581 0.0502 -0.048
O -1.29974 2.97299 -2.14454 0.0818 -0.2962 -0.1957 -0.017
B -2.40054 2.14058 -1.48911 0.2183 1.0504 -0.2982 -0.791
C -2.63665 2.74862 0.01700 -0.1656 -0.6177 0.1103 -0.154
N -3.17210 1.81024 1.04412 0.2640 0.3679 0.3952 -0.013
C -3.73141 2.34168 -2.44697 0.0998 -0.0689 0.3775 -0.059
C -4.91202 1.40926 -2.14716 -0.3863 0.2895 -0.2501 -0.095
C -4.84867 0.04657 -2.82893 0.4684 0.1175 -0.0360 -0.428
F -3.70070 -0.11646 -3.54562 -0.2147 0.0283 0.1388 0.115
F -5.85610 -0.09996 -3.74243 0.0829 -0.0262 0.0494 0.079
C -4.84584 -1.18476 -1.85132 0.1102 0.1132 -0.0756 -0.438
F -4.10925 -0.89640 -0.78776 0.0155 -0.0374 0.1476 0.143
F -4.30344 -2.24450 -2.44856 -0.1277 -0.1540 -0.1933 0.130
S -6.56451 -1.75208 -1.23723 -0.0012 -0.1513 0.1032 0.804
F -6.94559 -2.17280 -2.72281 -0.0792 -0.0323 0.1281 -0.139
F -7.17033 -0.29621 -1.45883 -0.0793 -0.0950 0.0182 -0.136
F -6.25541 -1.37732 0.27992 -0.0707 0.0411 -0.1381 -0.145
F -6.01787 -3.22738 -0.95790 -0.1034 0.1277 0.0209 -0.146
F -8.01095 -2.23966 -0.77920 0.2105 0.0618 -0.0500 -0.138
O -1.83338 0.77557 -1.47238 0.3095 -0.2402 0.5203 0.001
C -0.76388 0.75885 -2.36772 -0.2729 -0.2961 -0.9756 -0.340
C 0.12975 -0.47667 -2.19375 -0.0177 0.1803 0.6443 -0.390
S 0.10713 -1.50516 -3.67806 -0.1399 -0.1351 0.0575 0.892
C 1.51405 -2.58251 -3.32488 0.3066 0.1304 -0.1717 -0.556
C 2.85486 -1.96195 -3.73240 -0.2748 -0.0828 -0.0107 -0.170
H 1.90401 3.21545 1.03691 0.1509 -0.1225 0.1004 0.063
H 1.91429 1.69715 1.96862 -0.0385 0.0642 0.0472 0.058
H 0.47011 2.73205 1.92043 0.0912 -0.0306 0.0300 0.066
H -0.22755 1.25519 0.27089 0.0385 -0.0462 -0.1078 0.101
H 1.41974 0.73767 -0.08066 -0.1329 -0.0095 -0.0730 0.091
H 1.85403 2.63246 -1.48233 -0.0207 -0.1097 -0.0066 0.112
H 0.48096 3.51489 -0.82708 0.0641 0.0054 -0.1577 0.122
H -0.30942 3.14563 -4.21231 0.0319 -0.1165 -0.0972 0.134
H 1.33863 3.24635 -3.55531 -0.0204 -0.0089 -0.0061 0.121
H -0.15243 0.58619 -5.76350 0.0883 -0.0197 0.2411 0.073
H -3.32267 3.59767 -0.01640 0.2554 -0.0986 0.0358 0.057
H -1.68536 3.13292 0.41020 0.0002 0.0473 -0.0725 0.079
H -4.17918 1.75921 1.03197 -0.0308 -0.1726 -0.1522 0.034
H -2.77553 0.88855 0.92291 -0.1912 -0.1143 -0.2091 0.039
H -4.09083 3.35453 -2.21800 -0.0011 -0.0203 -0.1112 0.086
H -3.48011 2.34523 -3.51166 -0.0488 -0.1378 0.0027 0.101
H -5.02873 1.28976 -1.06824 0.0854 -0.1027 -0.0517 0.108
H -5.84923 1.85295 -2.50198 0.0099 -0.1428 0.0228 0.120
H -1.20040 0.67359 -3.38198 0.1274 0.1324 -0.0254 0.122
H 1.15065 -0.20580 -1.91368 0.0191 -0.0266 -0.3531 0.072
H -0.27350 -1.06356 -1.36361 -0.0120 0.0526 -0.0627 0.093
H 1.52171 -2.81675 -2.25946 -0.1175 -0.1614 -0.0612 0.064
H 1.33772 -3.50289 -3.88440 -0.0146 -0.0099 0.0793 0.059
H 3.63323 -2.72588 -3.79197 -0.0116 0.0930 0.0509 0.045
H 2.74404 -1.48140 -4.70522 0.1263 0.0347 0.0437 0.064
H 3.15308 -1.21051 -2.99847 0.0672 0.0432 -0.1379 0.066
C -6.27382 6.38308 1.43939 0.0242 -0.0876 0.0148 0.081
C -6.70917 7.63469 1.63705 -0.0084 -0.1267 0.0205 -0.231
C -6.26406 8.78331 0.75610 0.1708 0.0721 -0.2516 -0.311
O -6.71262 9.89827 0.98262 -0.1889 -0.1694 0.2256 0.077
C -5.32734 8.51304 -0.30939 -0.0083 0.0795 -0.0065 0.069
C -4.88568 7.25898 -0.50666 0.0748 0.1133 -0.0841 -0.228
C -5.34880 6.10970 0.35573 -0.0042 0.0079 0.0824 -0.296
O -4.90225 5.01677 0.07927 -0.3105 0.0486 0.0046 0.113
O -4.02752 6.92375 -1.44929 -0.0380 0.0102 0.0199 0.135
O -7.55949 7.94838 2.60947 -0.0701 0.0077 -0.1557 0.102
H -6.58569 5.55430 2.05928 -0.0175 0.0166 0.0134 0.137
H -5.00551 9.34411 -0.92062 0.0069 -0.0080 -0.0100 0.134
H -3.87051 5.95854 -1.37448 0.0079 -0.0209 0.0268 0.127
H -7.71269 8.90771 2.55705 0.0866 0.0593 0.0330 0.100
C 4.84045 -6.16866 -2.33159 -0.0949 0.0496 -0.0356 0.085
C 5.84147 -7.04945 -2.20430 -0.1033 -0.0232 -0.0475 -0.233
C 7.08812 -6.74306 -1.41037 0.0177 0.1870 0.1145 -0.311
O 7.92908 -7.62193 -1.33919 -0.0152 -0.0794 -0.0514 0.101
C 7.20925 -5.44132 -0.79034 0.2044 -0.0294 0.0020 0.058
C 6.20773 -4.56027 -0.91515 0.1980 -0.0564 0.0209 -0.246
C 4.95118 -4.87458 -1.68677 -0.0887 -0.1596 -0.0812 -0.298
O 4.10135 -4.00688 -1.72330 0.0222 0.0234 0.1124 0.111
O 6.22951 -3.35379 -0.36471 -0.0612 -0.0387 0.0517 0.119
O 5.83587 -8.25913 -2.75030 -0.0282 0.0191 -0.0082 0.113
H 3.94281 -6.38081 -2.89493 0.0021 -0.0224 0.0052 0.138
H 8.11053 -5.22216 -0.23388 -0.0052 0.0115 -0.0049 0.137
H 5.38209 -2.92713 -0.60474 -0.0594 -0.0143 -0.0195 0.130
H 6.67994 -8.67500 -2.48927 0.0523 0.0044 0.0399 0.116
C 7.63572 -6.03512 4.32369 0.0538 -0.0131 0.0713 0.073
C 6.94602 -5.69627 3.22573 0.0589 0.0841 0.0584 -0.228
C 5.73664 -6.47800 2.77033 -0.0738 -0.1515 0.0480 -0.306
O 5.17294 -6.09073 1.76283 0.0186 0.0970 -0.0745 0.107
C 5.32502 -7.63010 3.54312 -0.0589 -0.0121 -0.0851 0.074
C 6.01095 -7.96839 4.64544 -0.0745 -0.0253 -0.0471 -0.229
C 7.21646 -7.18115 5.10833 0.1164 0.1327 -0.0912 -0.312
O 7.77898 -7.55936 6.11693 -0.0108 -0.1122 0.0247 0.108
O 5.68914 -9.00783 5.39834 -0.0083 -0.1049 0.0193 0.106
O 7.25584 -4.66188 2.45771 -0.0041 -0.0290 0.0236 0.112
H 8.50369 -5.48433 4.65708 -0.0087 0.0220 -0.0076 0.134
H 4.46408 -8.18730 3.20165 -0.0060 -0.0076 0.0271 0.135
H 6.28434 -9.04067 6.17447 0.0320 0.2574 -0.0101 0.079
H 6.58984 -4.62525 1.74344 -0.0430 0.0162 0.0003 0.087
C 4.84563 -12.07871 9.86604 -0.0579 -0.0904 0.0599 0.075
C 5.62521 -11.33420 9.06989 0.0290 -0.1016 0.0168 -0.227
C 5.44482 -9.83971 8.94031 -0.1531 0.1607 0.0879 -0.290
O 6.21474 -9.25035 8.19927 0.0284 -0.1733 -0.0545 0.085
C 4.38806 -9.19777 9.68630 0.0527 0.1009 -0.0400 0.080
C 3.60567 -9.94266 10.48161 -0.0209 0.1162 -0.0152 -0.231
C 3.79556 -11.43499 10.62785 0.1485 -0.1558 -0.1000 -0.312
O 3.04203 -12.01246 11.38878 -0.0769 0.0496 0.0422 0.108
O 2.61124 -9.45278 11.20231 0.0254 0.0168 -0.0145 0.124
O 6.61246 -11.83086 8.33933 -0.0261 -0.0089 0.0214 0.123
H 4.96738 -13.14762 9.96714 0.0241 0.0010 -0.0125 0.136
H 4.26074 -8.13040 9.57528 -0.0158 -0.0006 0.0172 0.139
H 2.22019 -10.21042 11.67985 0.0042 -0.0606 0.0108 0.121
H 7.01957 -11.07690 7.87239 0.0205 0.0597 0.0086 0.121
C -4.83676 9.43255 5.35574 -0.0054 -0.0876 0.0899 0.078
C -5.13563 10.22815 4.31866 -0.0986 -0.1311 0.0776 -0.223
C -4.11075 11.13528 3.67810 0.2110 0.0564 0.0422 -0.310
O -4.48107 11.81054 2.73747 -0.1022 0.0175 -0.0031 0.115
C -2.76647 11.15261 4.22117 0.0035 0.0714 -0.0787 0.073
C -2.46914 10.35782 5.25790 0.0873 0.0614 -0.0621 -0.237
C -3.48921 9.43803 5.88528 -0.2243 -0.0422 -0.0448 -0.314
O -3.10990 8.75170 6.81653 0.0830 0.0252 0.0508 0.105
O -1.27312 10.30105 5.82630 -0.0045 0.0290 -0.0201 0.114
O -6.33827 10.28668 3.76602 0.0706 0.2724 0.1014 0.092
H -5.56352 8.77873 5.81672 -0.0145 -0.0067 -0.0320 0.137
H -2.04243 11.81295 3.76566 0.0189 -0.0183 0.0030 0.135
H -1.34651 9.63805 6.54049 -0.0358 -0.0524 0.0199 0.118
H -6.27908 10.92467 3.02393 0.0577 -0.0762 -0.0940 0.109
C -0.65834 1.74446 -10.73937 0.0534 -0.0694 0.0223 0.070
C -1.62755 2.48229 -11.29303 0.0337 -0.1135 -0.0482 -0.241
C -2.09777 3.78158 -10.68610 0.0533 0.1196 0.1934 -0.322
O -2.97370 4.37880 -11.29207 -0.0400 -0.0357 -0.0796 0.087
C -1.49703 4.22683 -9.45381 -0.0699 0.0980 -0.0494 0.069
C -0.52635 3.48933 -8.88440 -0.0798 0.0998 0.0963 -0.229
C -0.03468 2.19989 -9.50833 -0.0411 -0.0987 -0.1692 -0.310
O 0.86716 1.61373 -8.94626 0.0512 0.0556 0.0549 0.117
O 0.06656 3.82706 -7.75807 0.1246 -0.0507 -0.1298 0.127
O -2.25989 2.15722 -12.41498 0.0316 -0.0336 -0.0133 0.104
H -0.31240 0.81590 -11.17067 -0.0104 -0.0007 -0.0073 0.132
H -1.85338 5.14910 -9.01776 0.0206 -0.0076 0.0367 0.134
H 0.70457 3.11870 -7.53158 -0.1370 -0.1139 0.1354 0.112
H -2.90260 2.87756 -12.56929 -0.0242 0.0677 0.0310 0.114
```
Positions in Å, forces in eV/Å.

# C50H50MnN8O3P2

A molecular structure, C50H50MnN8O3P2 (wB97M-V/def2-TZVPD, the OMol25 dataset).

Properties
- 2S+1: 2
- Total energy: -4432.92061 Eh
- Frontier orbital gap (alpha / beta): 0.278 / 0.275 hartree
- HOMO (alpha / beta): -7.159 / -7.059 eV

Geometry as XYZ:
```
114
Properties=species:S:1:pos:R:3:forces:R:3:lowdin_charge:R:1
Mn 0.35136 0.01083 0.58200 0.3917 -0.1977 0.1613 0.224
O 1.50491 5.15213 0.97292 -0.1057 -0.2178 0.0907 -0.007
C 0.83634 5.49664 -0.15588 -0.0343 -0.0137 -0.0584 -0.306
C 1.11151 6.73577 -0.72825 -0.0183 -0.0049 -0.0049 -0.027
C 0.48703 7.11273 -1.90490 0.0026 0.0079 -0.0080 -0.094
C -0.40977 6.25664 -2.53244 -0.0021 0.0040 -0.0031 -0.096
C -0.66878 5.01745 -1.97069 0.0059 -0.0057 -0.0088 -0.030
C -0.06396 4.61666 -0.78313 0.0875 0.0190 0.0294 -0.093
C -0.34992 3.22513 -0.27337 -0.1691 -0.0053 0.0567 -0.503
O -0.84741 2.39039 -1.05325 -0.0339 -0.0557 -0.0386 -0.060
N -0.01882 3.06137 1.00353 0.1339 0.1432 0.0479 0.035
N -0.15157 1.78003 1.54561 0.0174 0.0636 -0.0715 -0.026
C -0.39602 1.81024 2.80182 -0.0082 -0.0341 -0.0041 -0.073
C -0.47552 0.67362 3.70645 -0.0056 0.0124 -0.0094 -0.153
C -0.55848 0.97334 5.07199 -0.0068 0.0024 0.0080 -0.061
C -0.65608 -0.00572 6.03998 0.0021 0.0049 -0.0074 -0.110
C -0.69970 -1.33831 5.63247 0.0006 -0.0078 -0.0046 -0.094
C -0.63661 -1.66551 4.29381 0.0015 -0.0036 -0.0048 -0.027
C -0.51439 -0.68093 3.28974 0.0101 -0.0167 0.0362 -0.376
O -0.45883 -1.06337 2.04025 0.0056 0.0692 -0.0830 -0.258
H 1.02911 4.31960 1.29863 0.0454 0.0823 -0.0637 0.063
H 1.81360 7.39093 -0.22855 0.0005 -0.0029 0.0051 0.112
H 0.70327 8.08282 -2.33509 0.0013 -0.0001 0.0011 0.100
H -0.89698 6.55219 -3.45207 -0.0004 -0.0010 -0.0008 0.096
H -1.34185 4.31488 -2.44657 0.0049 -0.0017 0.0078 0.114
H -0.53932 2.79247 3.25264 0.0086 0.0012 0.0014 0.130
H -0.54972 2.01831 5.36435 -0.0007 -0.0008 0.0022 0.109
H -0.71579 0.25730 7.08717 0.0006 -0.0003 -0.0001 0.094
H -0.79158 -2.12745 6.36930 -0.0008 0.0014 0.0021 0.100
H -0.69081 -2.69962 3.97219 0.0050 0.0006 -0.0006 0.110
C 4.32600 2.54344 3.20439 0.0110 -0.0011 0.0010 -0.044
N 3.70593 1.24818 2.96501 0.0060 0.0018 0.0014 -0.136
C 3.53277 0.34078 4.09010 -0.0036 0.0047 -0.0092 -0.031
C 2.88217 1.06112 1.88897 -0.0027 0.0270 -0.0159 -0.382
N 2.06026 0.08702 1.75647 -0.0539 0.0409 0.0492 0.123
N 2.98931 2.01891 0.89621 -0.0042 -0.0623 -0.0364 0.175
C 2.38085 1.99436 -0.34834 0.0701 -0.0470 0.0286 -0.466
N 2.75517 3.07005 -1.11917 0.0018 -0.0219 -0.0206 0.184
N 1.62182 1.03790 -0.73222 -0.4059 0.0959 0.0625 0.093
H 4.81548 2.51690 4.17310 -0.0012 0.0005 0.0001 0.087
H 3.59829 3.36043 3.21507 -0.0017 0.0014 0.0034 0.098
H 5.10213 2.76281 2.46625 -0.0012 -0.0038 -0.0007 0.091
H 4.27534 0.57909 4.84623 -0.0033 -0.0003 0.0021 0.088
H 3.70262 -0.69090 3.77597 0.0035 -0.0006 0.0043 0.091
H 2.53379 0.41674 4.53479 -0.0004 -0.0010 -0.0038 0.095
H 2.05102 -0.53799 2.55042 0.0120 -0.0115 -0.0117 0.052
H 3.67131 2.74522 1.01827 -0.0334 0.0259 0.0267 0.120
H 2.81787 3.93782 -0.59824 0.0139 0.0104 -0.0163 0.088
H 2.18139 3.18875 -1.94228 -0.0109 0.0156 0.0021 0.113
H 1.20585 1.23469 -1.63686 0.0292 0.0199 -0.0116 0.084
C -0.31709 -3.32699 -0.51578 -0.0282 -0.0091 0.0405 -0.266
N -1.57317 -2.88165 -1.07606 0.0162 0.0772 -0.0102 -0.161
C -2.34344 -2.03538 -0.17400 0.0076 -0.0437 0.0202 -0.267
P -1.81985 -0.25384 -0.28406 -0.0053 0.1295 -0.0870 1.078
C -3.02405 0.55112 0.83299 -0.0050 0.0044 -0.0189 -0.326
C -3.43187 1.86684 0.60422 0.0256 -0.0025 -0.0120 -0.098
C -4.23966 2.52308 1.51888 -0.0047 -0.0026 0.0006 -0.073
C -4.65358 1.87913 2.67792 0.0018 0.0100 -0.0022 -0.088
C -4.25997 0.57144 2.91220 0.0023 -0.0044 -0.0066 -0.077
C -3.45101 -0.08810 1.99634 0.0181 -0.0101 0.0007 -0.090
C -2.42348 0.12021 -1.96050 -0.0152 0.0245 0.0111 -0.353
C -1.51172 0.04526 -3.00694 0.0313 0.0058 0.0336 -0.094
C -1.92916 0.18532 -4.32170 -0.0023 0.0005 0.0013 -0.068
C -3.26608 0.42983 -4.60044 0.0009 -0.0080 0.0008 -0.084
C -4.18076 0.53132 -3.56082 0.0019 0.0004 -0.0002 -0.081
C -3.76302 0.37025 -2.24759 -0.0027 0.0359 -0.0033 -0.101
C -2.17889 -3.52596 -2.15751 -0.0112 -0.0772 -0.0121 -0.226
C -3.37863 -3.03902 -2.69737 -0.0052 0.0219 -0.0219 -0.028
C -3.97868 -3.65006 -3.78389 -0.0004 -0.0045 0.0078 -0.083
C -3.41548 -4.76574 -4.38527 0.0030 0.0043 0.0016 -0.109
C -2.22775 -5.25337 -3.86744 -0.0055 -0.0030 -0.0099 -0.095
C -1.61564 -4.65286 -2.77713 -0.0119 0.0012 0.0261 -0.050
P 0.98712 -2.00966 -0.39246 -0.0334 -0.0856 -0.0178 1.068
C 2.21352 -3.02463 0.52362 -0.0027 0.0034 -0.0097 -0.323
C 2.03222 -3.14139 1.90368 -0.0175 0.0007 0.0014 -0.106
C 2.88346 -3.92601 2.66660 -0.0005 0.0100 -0.0005 -0.079
C 3.93272 -4.60537 2.06142 -0.0062 -0.0021 -0.0009 -0.089
C 4.11304 -4.50673 0.69022 0.0009 0.0023 0.0033 -0.081
C 3.25574 -3.72662 -0.07569 0.0081 0.0138 -0.0050 -0.078
C 1.70218 -1.89787 -2.06492 -0.0122 -0.0014 -0.0028 -0.357
C 1.00501 -2.29528 -3.20184 0.0168 -0.0454 -0.0063 -0.086
C 1.54768 -2.10300 -4.46720 0.0064 -0.0022 0.0060 -0.074
C 2.79157 -1.51008 -4.60921 0.0030 0.0052 0.0038 -0.085
C 3.49391 -1.10422 -3.47988 0.0048 0.0002 -0.0027 -0.079
C 2.95031 -1.28969 -2.21985 -0.0167 0.0010 -0.0004 -0.126
H 0.09774 -4.16972 -1.05883 0.0318 0.0307 -0.0247 0.081
H -0.45934 -3.65813 0.52164 -0.0123 -0.0193 -0.0088 0.102
H -2.14767 -2.35944 0.85099 0.0079 0.0009 0.0009 0.077
H -3.41139 -2.14048 -0.35679 -0.0015 0.0065 -0.0217 0.099
H -3.09662 2.37946 -0.28747 0.0344 0.0099 -0.0073 0.099
H -4.53917 3.54610 1.32867 0.0002 -0.0010 -0.0016 0.104
H -5.27793 2.39660 3.39536 -0.0011 -0.0012 -0.0014 0.100
H -4.57013 0.06090 3.81526 0.0012 -0.0017 -0.0001 0.105
H -3.13189 -1.09726 2.21726 0.0010 -0.0051 0.0029 0.095
H -0.46436 -0.12450 -2.78713 -0.0109 0.0109 -0.0131 0.081
H -1.20847 0.11172 -5.12674 0.0036 -0.0016 -0.0009 0.102
H -3.59431 0.54613 -5.62556 -0.0032 0.0022 0.0011 0.101
H -5.22388 0.73016 -3.77293 0.0001 0.0002 0.0003 0.103
H -4.48649 0.43755 -1.44369 0.0012 -0.0028 -0.0020 0.109
H -3.83595 -2.14734 -2.30020 0.0118 -0.0121 0.0135 0.080
H -4.89889 -3.22919 -4.17018 -0.0003 -0.0002 -0.0009 0.104
H -3.88685 -5.23766 -5.23644 0.0013 -0.0008 -0.0014 0.096
H -1.75794 -6.12313 -4.31007 -0.0015 0.0009 -0.0015 0.102
H -0.69345 -5.08785 -2.42360 -0.0036 -0.0123 0.0131 0.093
H 1.20353 -2.62092 2.37046 -0.0060 0.0052 0.0095 0.074
H 2.72378 -4.00774 3.73489 0.0012 -0.0027 -0.0013 0.104
H 4.60151 -5.21521 2.65527 -0.0008 -0.0001 -0.0007 0.101
H 4.92148 -5.04239 0.20891 0.0015 0.0004 0.0025 0.103
H 3.40798 -3.66620 -1.14553 -0.0047 0.0025 -0.0061 0.100
H 0.02356 -2.74225 -3.11864 0.0251 0.0077 -0.0119 0.082
H 0.98847 -2.41898 -5.33883 0.0005 -0.0005 -0.0027 0.107
H 3.21497 -1.36109 -5.59424 -0.0003 0.0015 -0.0003 0.102
H 4.46520 -0.63701 -3.58259 0.0003 -0.0013 -0.0015 0.103
H 3.49646 -0.95827 -1.34455 -0.0035 -0.0037 0.0038 0.106
```
Positions in Å, forces in eV/Å.